A cluster of 2 separate species, C9H19N in total, computed with ωB97M-V with the def2-TZVPD basis set.

As for the net charge: 0. Its maximum force is 2.0 eV/A. The value obtained for the HOMO energy is -7.53 eV. The value obtained for the frontier orbital gap is 8.5 eV. Its electronic energy is -409.028785 Eh.

Cartesian coordinates (Å):
1 N 1.537 -2.370 0.534
2 H -2.254 -1.482 1.130
3 H -0.248 0.243 -1.864
4 C 1.094 -1.066 0.443
5 H 0.791 1.804 1.397
6 C -1.278 -1.810 0.757
7 H 1.216 -2.913 1.318
8 H -1.400 2.408 -1.068
9 H 2.492 -2.538 0.267
10 C 1.603 1.243 -0.481
11 H -2.311 2.528 -2.561
12 H -0.559 2.712 -2.597
13 C -1.377 2.166 -2.129
14 H -1.228 0.420 -3.390
15 H 0.734 -0.010 2.939
16 H -1.330 -1.913 -0.327
17 H -2.029 0.128 -1.848
18 H -0.958 -0.471 3.150
19 H 0.285 -1.711 3.051
20 C -0.023 -0.741 2.664
21 H -1.066 -2.798 1.181
22 C -1.217 0.670 -2.332
23 H 1.977 1.651 -1.414
24 C -0.209 -0.781 1.144
25 H 2.590 -0.588 -0.908
26 C 1.082 2.093 0.403
27 H -0.553 0.200 0.806
28 H 0.942 3.131 0.153
29 C 1.698 -0.205 -0.418

=====

A structure of composition C45H91InNO10S, computed with ωB97M-V with the def2-TZVPD basis set.

As for the net charge: -1. Its maximum force is 2.0 eV/A. The value obtained for the HOMO energy is -4.25 eV. The value obtained for the frontier orbital gap is 5.8 eV. Its electronic energy is -3164.605548 Eh.

Cartesian coordinates (Å):
1 H 0.512 -4.759 5.097
2 C 4.267 1.810 -4.945
3 H 4.844 -7.580 3.757
4 H 2.888 0.944 -0.290
5 H -5.827 -1.712 0.705
6 C -10.404 -4.080 -14.001
7 C 3.873 3.130 -4.325
8 H 1.438 -3.635 -0.692
9 H -6.802 0.820 -4.827
10 H -10.286 -2.277 -7.482
11 H 11.699 4.946 5.175
12 H 3.861 1.746 -5.952
13 H 2.404 1.502 1.963
14 H -6.257 1.362 2.598
15 C 4.353 3.389 -2.920
16 H 4.792 -0.166 1.782
17 O 5.898 -5.303 5.546
18 H 8.337 4.314 -0.308
19 C 10.505 5.618 3.526
20 H 6.003 0.608 7.957
21 H -8.883 -5.581 -12.125
22 H 2.927 -5.831 9.767
23 C 6.280 4.372 0.288
24 C -10.018 -3.816 -12.566
25 H 5.444 3.377 -2.890
26 C 0.247 7.711 -0.068
27 C 5.937 5.815 0.008
28 O 2.572 7.588 -0.541
29 O 0.900 -5.584 7.463
30 C -4.981 0.016 -0.341
31 H 12.563 5.022 3.621
32 H 5.349 0.419 9.595
33 H -1.859 -3.322 -0.879
34 C 0.149 -3.854 3.073
35 C -4.148 -2.385 -0.548
36 H 4.785 1.752 8.569
37 H -8.486 0.703 -5.369
38 H 1.861 -3.385 9.396
39 H -6.078 -1.665 -1.011
40 H -9.455 -4.692 -10.702
41 H 7.826 2.977 0.742
42 H 6.206 6.437 0.863
43 H -10.990 -1.283 -9.859
44 H 11.544 7.460 3.173
45 H 4.373 -0.047 5.933
46 C 3.543 0.081 6.630
47 H -9.743 0.297 -1.786
48 H -4.719 2.007 2.062
49 O 3.203 3.935 -4.931
50 H 4.595 0.765 -0.652
51 H 1.029 -3.121 7.852
52 H -5.209 0.292 -1.364
53 H -5.712 1.944 0.075
54 C 2.105 -1.538 -0.700
55 C 0.365 -4.511 4.087
56 O -7.426 -0.162 -2.608
57 O 9.554 5.118 2.973
58 H 0.301 8.631 -0.646
59 H -9.282 -1.198 -10.332
60 H -4.546 -3.272 -1.040
61 C -5.373 1.144 2.006
62 C 3.558 -5.475 5.151
63 C 1.881 -3.602 8.328
64 H 3.873 0.986 -4.349
65 C -9.718 -5.020 -11.705
66 H 3.154 1.097 6.544
67 H 3.092 0.645 3.169
68 H 5.355 1.731 -4.994
69 H 2.733 -6.982 8.430
70 C 2.909 -5.938 8.681
71 C -9.604 0.776 -2.753
72 C -4.642 -0.021 2.658
73 O 3.525 -1.056 8.717
74 H 4.002 4.364 -2.588
75 C 5.007 -5.745 4.853
76 H -9.596 -4.602 -14.515
77 H 3.965 2.625 -2.244
78 H 6.470 6.167 -0.878
79 H -10.336 0.378 -3.457
80 H 2.796 -3.202 7.897
81 C 11.616 4.773 4.101
82 C -1.965 -3.442 0.192
83 H 10.681 7.385 4.728
84 H -3.893 -3.685 1.143
85 C 1.617 7.078 -0.002
86 C -8.204 0.500 -3.251
87 C -5.346 -1.473 -0.236
88 C 1.804 -5.088 8.096
89 H 3.482 -4.851 6.037
90 C 10.637 7.115 3.672
91 H 2.761 5.430 0.737
92 H 4.687 1.548 1.510
93 H 2.465 -3.190 0.623
94 C 7.727 4.045 0.557
95 C -10.085 -0.677 -9.817
96 H 8.076 4.589 1.435
97 H -3.914 0.168 -0.240
98 S -0.588 -0.285 2.110
99 H -10.595 -5.666 -11.649
100 H 4.176 -1.401 -1.188
101 H 3.032 -6.414 5.332
102 C 3.555 -1.139 -0.335
103 C 1.649 -2.833 0.007
104 H 2.131 -1.742 -1.768
105 C -5.803 0.961 0.531
106 H -3.176 -2.094 1.374
107 H 1.439 5.936 1.805
108 H -6.858 0.715 0.477
109 H -5.179 -0.956 2.613
110 C -3.354 -2.881 0.653
111 C -7.828 1.090 -4.589
112 H -0.106 7.943 0.938
113 H -3.640 -0.111 2.266
114 H 1.424 -0.710 -0.538
115 H -7.910 2.178 -4.555
116 H 4.868 5.902 -0.170
117 C 5.110 0.711 8.575
118 H -1.964 -4.503 0.419
119 H 3.874 -5.633 8.270
120 C 4.009 -0.177 8.042
121 H -8.572 -2.194 -7.957
122 H 1.089 5.024 0.319
123 H -3.479 -1.913 -1.254
124 In -0.210 -2.596 1.257
125 H 6.379 -6.716 3.537
126 H -0.456 7.029 -0.548
127 H 3.090 -4.950 4.315
128 C 3.774 0.365 -0.058
129 O 5.419 3.522 0.297
130 O -9.628 0.700 -7.929
131 O -9.951 -2.692 -12.125
132 C 4.137 0.609 1.403
133 H -1.257 0.405 1.173
134 C 5.303 -6.597 3.642
135 C -9.700 -0.419 -8.382
136 H -9.756 1.850 -2.643
137 C -9.406 -1.634 -7.531
138 H 11.397 3.722 3.928
139 H 3.914 -1.686 0.526
140 H -10.591 -3.134 -14.505
141 H -10.270 0.271 -10.317
142 H -9.141 -1.319 -6.524
143 H 9.777 7.600 3.217
144 H 2.754 -0.622 6.371
145 C 1.733 5.783 0.765
146 H 4.907 -6.118 2.745
147 H -4.522 0.218 3.710
148 H -11.309 -4.688 -14.039
149 N 2.894 0.645 2.177

=====

A cluster of 3 separate species, C17H38N4O5P in total, computed with ωB97M-V with the def2-TZVPD basis set.

As for the net charge: +1. Its maximum force is 1.0 eV/A. The value obtained for the HOMO energy is -10.15 eV. The value obtained for the frontier orbital gap is 5.0 eV. Its electronic energy is -1606.751454 Eh.

Cartesian coordinates (Å):
1 C -0.979 -2.622 -5.816
2 H 0.780 -2.856 4.742
3 C 3.609 -3.656 3.092
4 C 0.120 0.953 0.653
5 H 4.078 -0.661 4.284
6 H -2.047 2.305 -3.991
7 H -0.408 0.947 -3.556
8 C -1.256 1.562 0.777
9 H -0.784 4.090 2.977
10 H -1.317 1.126 2.755
11 C -3.763 0.975 -4.296
12 N -3.204 -0.044 -5.177
13 H -1.906 -2.722 -5.240
14 C -3.121 3.171 2.712
15 C 2.351 -3.815 3.615
16 N 2.372 -1.618 4.579
17 H 7.811 -2.399 4.184
18 H -1.137 -0.651 -3.231
19 H 6.364 -3.061 4.947
20 H 7.179 -3.948 3.627
21 H -4.149 3.517 2.852
22 H -1.118 -0.239 -7.825
23 H 2.069 0.935 3.308
24 H -2.669 -0.698 -4.620
25 H 1.771 -4.713 3.464
26 H 4.078 -4.420 2.490
27 H 0.563 1.261 -0.296
28 H -0.153 -3.008 -5.221
29 H 1.920 -0.353 2.080
30 H 0.068 -0.141 0.665
31 C -0.953 0.347 -2.823
32 H -1.844 1.325 -0.113
33 H -3.381 2.500 -2.869
34 H 0.547 0.035 3.161
35 C -2.795 1.753 -3.411
36 H -1.132 2.653 0.820
37 N 3.609 -1.538 4.078
38 H -0.796 4.184 4.747
39 H -4.483 0.478 -3.641
40 C -1.077 3.569 3.893
41 C -3.192 1.713 2.277
42 C -2.346 0.477 -6.233
43 H -1.062 -3.221 -6.728
44 O -0.689 -1.271 -6.115
45 O 6.199 -0.540 3.063
46 P 5.955 -2.121 2.696
47 H -2.956 1.042 -6.942
48 N -1.936 1.040 1.958
49 O -2.473 3.365 3.956
50 H -3.663 1.150 3.086
51 H -1.568 1.149 -5.843
52 C 4.256 -2.445 3.367
53 H -3.856 1.637 1.410
54 C 6.899 -2.968 4.006
55 H -0.523 2.626 3.964
56 C 1.387 0.460 2.600
57 H -2.377 -1.379 -7.331
58 C -1.651 -0.649 -6.962
59 O -2.161 0.962 -2.416
60 H -4.328 1.689 -4.902
61 H -0.329 0.228 -1.939
62 H -2.678 3.816 1.944
63 H 5.528 0.030 2.665
64 C 1.780 -2.757 4.347
65 O 0.970 1.445 1.696